{"formula": "CHFN5", "method": "ωB97M-V/def2-TZVPD", "spin_multiplicity": 1, "gap_ev": [7.00, 7.03], "homo_ev": [-4.70, -4.70], "charge": -1, "relative_energy_kj_mol": 309.4, "symbols": ["C", "N", "N", "N", "N", "N", "F", "H"], "coordinates": [[-0.417, 0.491, 0.498], [-1.216, -0.457, 0.945], [-0.532, 0.584, -0.873], [-1.909, -0.908, -0.091], [-1.539, -0.260, -1.129], [2.863, -0.823, 0.108], [2.695, 0.269, -0.613], [0.056, 1.105, 1.154]], "atomic_forces_ev_per_a": [[-1.785, -2.145, -3.458], [-0.270, -0.102, 1.894], [-0.597, 0.726, 1.864], [-0.171, -0.118, 0.650], [0.939, 0.030, -2.300], [-0.134, 0.751, -0.494], [0.134, -0.747, 0.484], [1.884, 1.605, 1.359]], "lowdin_charge": [-0.38, -0.12, -0.10, -0.19, -0.21, 0.13, -0.15, 0.02]}



{"formula": "CHFNO5S", "method": "ωB97M-V/def2-TZVPD", "spin_multiplicity": 1, "gap_ev": 9.01, "homo_ev": -5.21, "charge": -1, "relative_energy_kj_mol": 59.3, "smiles": "O=S(=O)([O-])O/[N+]([O-])=C/F", "symbols": ["O", "S", "O", "O", "O", "N", "O", "C", "F", "H"], "coordinates": [[-1.586, 2.084, -0.842], [-0.520, 1.696, 0.054], [-0.706, 2.105, 1.415], [0.800, 1.756, -0.505], [-0.886, -0.059, 0.007], [0.221, -0.742, 0.327], [0.926, -0.341, 1.240], [0.369, -1.849, -0.344], [1.524, -2.535, -0.112], [-0.142, -2.116, -1.241]], "atomic_forces_ev_per_a": [[0.040, -0.069, 0.104], [-1.059, 0.689, -0.900], [0.222, -0.278, 0.132], [0.239, -0.009, 0.052], [-0.598, 0.888, -0.043], [0.305, -1.461, -0.096], [0.639, -0.174, 0.689], [1.293, 0.036, 0.108], [-0.708, 0.200, 0.082], [-0.373, 0.178, -0.128]], "lowdin_charge": [-0.34, 0.45, -0.31, -0.31, -0.15, -0.38, 0.01, -0.09, 0.01, 0.12]}



{"formula": "CHFOS2", "method": "ωB97M-V/def2-TZVPD", "spin_multiplicity": 1, "gap_ev": 9.40, "homo_ev": -10.02, "charge": 0, "relative_energy_kj_mol": 40.4, "smiles": "O=C=S.FS", "symbols": ["O", "C", "S", "F", "S", "H"], "coordinates": [[0.869, 0.189, 1.761], [1.203, -0.165, 0.673], [1.748, -0.767, -0.668], [-1.197, -0.821, -0.102], [-1.616, 0.337, -1.285], [-1.007, 1.226, -0.379]], "atomic_forces_ev_per_a": [[0.801, -0.718, -3.528], [-0.210, 0.194, 3.150], [-0.100, 0.505, 0.418], [-1.003, 0.363, -1.405], [1.368, -0.150, 2.883], [-0.856, -0.194, -1.518]], "lowdin_charge": [0.07, -0.86, 0.77, -0.61, 0.73, -0.10]}



{"formula": "CHFOS2", "method": "ωB97M-V/def2-TZVPD", "spin_multiplicity": 1, "gap_ev": 9.55, "homo_ev": -9.78, "charge": 0, "relative_energy_kj_mol": 33.5, "smiles": "O=C=S.FS", "symbols": ["O", "C", "S", "F", "S", "H"], "coordinates": [[-1.019, -2.623, 2.386], [-1.169, -1.518, 2.297], [-1.393, -0.008, 2.293], [-0.470, -1.688, 0.062], [0.830, -0.699, -0.170], [0.117, 0.023, -1.005]], "atomic_forces_ev_per_a": [[0.533, -4.108, 0.346], [-0.520, 1.910, 0.522], [-0.475, 2.269, 0.143], [0.827, -0.035, -0.562], [-0.356, -0.774, 0.081], [-0.009, 0.736, -0.529]], "lowdin_charge": [0.14, -0.97, 0.79, -0.58, 0.77, -0.15]}



{"formula": "CHHgMgO2", "method": "ωB97M-V/def2-TZVPD", "spin_multiplicity": 3, "gap_ev": [7.92, 7.55], "homo_ev": [-11.78, -14.21], "charge": 1, "relative_energy_kj_mol": 81.4, "symbols": ["O", "H", "Mg", "O", "C", "Hg"], "coordinates": [[0.624, 0.450, -0.087], [0.410, 1.399, -0.099], [2.544, -0.147, 0.031], [-0.776, -0.984, -1.334], [-0.727, -0.308, -0.352], [-2.077, -0.409, 1.841]], "atomic_forces_ev_per_a": [[-0.124, 0.188, -0.223], [-0.042, -0.149, 0.156], [0.013, -0.094, -0.089], [0.267, 1.883, 2.851], [-0.383, -1.870, -2.070], [0.268, 0.042, -0.625]], "lowdin_charge": [-0.39, 0.08, 0.93, 0.05, -0.41, 0.74]}



{"formula": "CHI2NO", "method": "ωB97M-V/def2-TZVPD", "spin_multiplicity": 1, "gap_ev": 8.37, "homo_ev": -8.92, "charge": 0, "relative_energy_kj_mol": 25.3, "smiles": "O=C(I)NI", "symbols": ["O", "C", "I", "N", "I", "H"], "coordinates": [[-0.904, -2.091, -1.696], [-1.100, -1.391, -0.782], [-2.888, -0.591, 0.164], [0.202, -0.693, -0.015], [1.871, -1.226, -0.753], [-0.020, 0.233, 0.190]], "atomic_forces_ev_per_a": [[-0.970, -0.374, 0.295], [3.452, 2.704, 1.764], [0.615, -0.545, -0.511], [-5.567, -3.229, -0.799], [2.586, -0.388, -1.035], [-0.117, 1.833, 0.285]], "lowdin_charge": [-0.03, -0.90, 0.78, -0.68, 0.89, -0.05]}



{"formula": "CHI2NO2", "method": "ωB97M-V/def2-TZVPD", "spin_multiplicity": 1, "gap_ev": 8.41, "homo_ev": -9.69, "charge": 0, "relative_energy_kj_mol": 69.0, "symbols": ["C", "N", "O", "O", "I", "I", "H"], "coordinates": [[-0.370, -0.127, -0.889], [-1.413, 0.748, -0.778], [-1.078, 1.906, -0.591], [-2.547, 0.291, -0.684], [0.891, 0.293, -2.546], [-1.187, -2.162, -0.937], [0.498, -0.107, 0.007]], "atomic_forces_ev_per_a": [[5.491, -4.546, 1.152], [-3.002, 2.464, 2.214], [-0.544, 0.214, -0.415], [0.454, 1.233, -0.501], [-0.097, 0.030, -0.288], [0.843, 0.308, -0.037], [-3.144, 0.297, -2.125]], "lowdin_charge": [-1.16, -0.58, 0.04, -0.04, 0.83, 0.80, 0.12]}



{"formula": "CHI2NO2", "method": "ωB97M-V/def2-TZVPD", "spin_multiplicity": 1, "gap_ev": 8.67, "homo_ev": -9.90, "charge": 0, "relative_energy_kj_mol": 14.6, "smiles": "O=[N+]([O-])C(I)I", "symbols": ["O", "N", "O", "C", "I", "I", "H"], "coordinates": [[-0.653, -0.984, 2.547], [-0.294, -0.138, 1.785], [0.522, 0.679, 1.987], [-0.785, -0.089, 0.371], [-1.573, 1.884, -0.230], [-2.165, -1.822, 0.047], [0.126, -0.367, -0.134]], "atomic_forces_ev_per_a": [[-0.597, -0.811, 0.579], [-1.532, -0.821, -0.571], [2.484, 2.513, 0.880], [-1.662, -1.080, -0.535], [0.609, -1.474, 0.465], [0.728, 1.307, -0.057], [-0.032, 0.366, -0.761]], "lowdin_charge": [0.02, -0.58, 0.05, -1.01, 0.76, 0.73, 0.02]}



{"formula": "CHLiO2Pr", "method": "ωB97M-V/def2-TZVPD", "spin_multiplicity": 3, "gap_ev": [5.43, 9.47], "homo_ev": [-22.62, -23.81], "charge": 3, "relative_energy_kj_mol": 0.0, "symbols": ["H", "O", "C", "O", "Li", "Pr"], "coordinates": [[-1.799, 0.278, 0.423], [-0.894, -0.001, 0.883], [-0.182, 0.611, -0.080], [0.856, -0.090, -0.298], [1.282, 0.889, -2.296], [0.737, -1.688, 1.369]], "atomic_forces_ev_per_a": [[0.693, -0.808, 2.460], [-3.797, 0.903, -1.161], [1.856, -0.555, -0.866], [0.957, 0.135, -0.205], [0.193, 0.375, -0.420], [0.098, -0.050, 0.192]], "lowdin_charge": [0.26, -0.09, -0.15, -0.25, 0.93, 2.30]}



{"formula": "CHN2O4", "method": "ωB97M-V/def2-TZVPD", "spin_multiplicity": 1, "gap_ev": 8.34, "homo_ev": -4.79, "charge": -1, "relative_energy_kj_mol": 206.1, "symbols": ["C", "N", "N", "O", "O", "O", "O", "H"], "coordinates": [[1.139, -1.341, -0.007], [-0.017, -0.630, 0.019], [-1.865, -0.753, 0.020], [2.068, -0.525, 0.178], [1.165, -2.555, -0.186], [-2.456, -1.786, 0.225], [-2.375, 0.357, -0.110], [0.123, 0.302, 0.126]], "atomic_forces_ev_per_a": [[1.875, -2.679, -0.004], [-5.087, -0.696, -0.268], [1.375, 0.404, 0.310], [0.195, 0.541, -0.026], [-0.155, -0.605, -0.102], [1.134, 0.978, -0.387], [1.081, -1.484, 0.078], [-0.418, 3.541, 0.399]], "lowdin_charge": [-0.90, 0.20, -0.30, -0.03, -0.04, 0.04, -0.01, 0.04]}



{"formula": "CHN2O4", "method": "ωB97M-V/def2-TZVPD", "spin_multiplicity": 1, "gap_ev": 8.94, "homo_ev": -4.54, "charge": -1, "relative_energy_kj_mol": 332.7, "smiles": "O=[N+]([O-])C=[N+]([O-])[O-]", "symbols": ["O", "N", "O", "C", "N", "O", "O", "H"], "coordinates": [[0.443, -1.754, -1.360], [-0.184, -1.683, -0.282], [-0.781, -2.656, 0.187], [-0.174, -0.479, 0.338], [-0.779, -0.127, 1.501], [-1.361, -0.948, 2.212], [-0.695, 1.074, 1.822], [0.211, 0.441, -0.302]], "atomic_forces_ev_per_a": [[0.057, 0.024, -0.173], [-0.276, -0.741, -0.025], [0.058, -0.142, 0.022], [1.437, 3.475, -2.333], [-0.405, -0.346, 0.575], [-0.078, -0.105, 0.181], [-0.008, 0.348, 0.058], [-0.785, -2.512, 1.695]], "lowdin_charge": [-0.07, -0.46, -0.01, -0.09, -0.46, -0.01, -0.07, 0.16]}



{"formula": "CHN2O4", "method": "ωB97M-V/def2-TZVPD", "spin_multiplicity": 1, "gap_ev": [6.07, 9.15], "homo_ev": [-3.45, -4.98], "charge": -1, "relative_energy_kj_mol": 324.7, "symbols": ["C", "N", "N", "O", "O", "O", "O", "H"], "coordinates": [[1.663, -0.506, -0.334], [0.547, -0.015, 0.229], [-2.018, 0.163, 0.008], [2.372, 0.032, 0.573], [1.861, -1.241, -1.274], [-2.905, -0.506, -0.491], [-1.953, 1.139, 0.713], [0.433, 0.934, 0.576]], "atomic_forces_ev_per_a": [[0.113, 0.834, -0.231], [-4.043, -0.454, 0.493], [2.188, -0.951, -0.811], [3.042, -0.119, 0.674], [0.171, -0.325, -0.322], [0.190, 1.615, 1.222], [-1.840, -0.422, -0.314], [0.179, -0.178, -0.711]], "lowdin_charge": [-0.89, 0.16, -0.28, -0.01, 0.01, -0.01, -0.03, 0.05]}



{"formula": "CHN2OS", "method": "ωB97M-V/def2-TZVPD", "spin_multiplicity": 1, "gap_ev": [7.39, 7.39], "homo_ev": [-3.80, -3.79], "charge": -1, "relative_energy_kj_mol": 275.8, "symbols": ["C", "N", "N", "O", "S", "H"], "coordinates": [[-1.299, -0.739, -1.716], [-2.039, -1.538, -1.286], [0.247, 0.794, -1.556], [0.153, 1.719, -2.377], [0.027, 1.179, 0.121], [0.768, 0.056, 0.158]], "atomic_forces_ev_per_a": [[-1.167, -0.738, 0.178], [0.444, 0.293, -0.258], [1.141, 1.969, -3.947], [-0.383, -1.538, 1.786], [0.227, -0.075, 1.031], [-0.263, 0.088, 1.210]], "lowdin_charge": [-0.40, -0.17, -0.63, -0.24, 0.58, -0.14]}



{"formula": "CHN2OS", "method": "ωB97M-V/def2-TZVPD", "spin_multiplicity": 3, "gap_ev": [7.48, 5.32], "homo_ev": [-3.58, -3.58], "charge": -1, "relative_energy_kj_mol": 3.3, "symbols": ["C", "N", "N", "O", "S", "H"], "coordinates": [[-1.523, -0.292, -1.911], [-0.518, -0.338, -2.506], [1.960, 0.458, 1.644], [1.627, 0.149, 2.777], [-2.829, -0.241, -0.912], [1.282, 0.264, 0.908]], "atomic_forces_ev_per_a": [[1.052, -0.073, -0.007], [-0.287, 0.043, -0.162], [-0.026, -0.079, 0.412], [0.197, 0.067, 0.129], [-0.686, 0.046, 0.249], [-0.250, -0.004, -0.621]], "lowdin_charge": [-1.15, -0.08, -0.02, -0.07, 0.23, 0.09]}



{"formula": "CHN3O", "method": "ωB97M-V/def2-TZVPD", "spin_multiplicity": 1, "gap_ev": 12.26, "homo_ev": -11.95, "charge": 0, "relative_energy_kj_mol": 378.1, "smiles": "c1nnon1", "symbols": ["C", "N", "N", "O", "N", "H"], "coordinates": [[-0.701, 0.200, 0.014], [0.356, 1.043, -0.026], [1.398, 0.343, 0.033], [1.011, -0.941, -0.023], [-0.271, -1.047, 0.011], [-1.793, 0.402, -0.010]], "atomic_forces_ev_per_a": [[-1.174, -1.521, -0.413], [-0.103, 1.020, 0.744], [0.142, 0.789, -0.875], [2.223, -1.244, 0.656], [-2.406, 0.726, -0.194], [1.319, 0.231, 0.083]], "lowdin_charge": [-0.18, 0.03, 0.04, -0.07, 0.05, 0.13]}



{"formula": "CHN3O3", "method": "ωB97M-V/def2-TZVPD", "spin_multiplicity": 1, "gap_ev": 10.34, "homo_ev": -10.58, "charge": 0, "relative_energy_kj_mol": 167.7, "smiles": "O=C=NN[N+](=O)[O-]", "symbols": ["O", "C", "N", "N", "N", "O", "O", "H"], "coordinates": [[-2.541, -0.467, 0.282], [-1.415, -0.570, 0.074], [-0.421, -1.229, -0.208], [0.920, -0.423, 0.031], [0.680, 0.897, 0.028], [-0.472, 1.178, 0.064], [1.643, 1.671, 0.128], [1.606, -1.058, -0.398]], "atomic_forces_ev_per_a": [[-1.068, 0.827, 0.186], [-1.507, -0.335, 0.291], [5.661, 0.567, 0.113], [-4.301, -4.203, -0.326], [4.496, 0.542, 0.076], [-2.481, 1.908, 0.163], [-1.236, -1.069, -0.469], [0.435, 1.762, -0.035]], "lowdin_charge": [0.21, -0.43, 0.16, 0.13, -0.43, 0.11, 0.08, 0.17]}



{"formula": "CHN4", "method": "ωB97M-V/def2-TZVPD", "spin_multiplicity": 1, "gap_ev": 8.68, "homo_ev": -3.73, "charge": -1, "relative_energy_kj_mol": 200.2, "symbols": ["C", "N", "N", "N", "N", "H"], "coordinates": [[-0.821, -0.287, 0.737], [-0.180, 0.301, -2.046], [-1.099, -0.777, 1.761], [0.964, 0.572, -2.051], [2.108, 0.650, -2.119], [-0.524, 0.040, -0.439]], "atomic_forces_ev_per_a": [[0.018, -0.686, -0.003], [-1.541, 0.405, 0.818], [0.448, 1.020, -1.678], [0.695, -1.301, -0.496], [0.855, 0.872, 0.158], [-0.475, -0.310, 1.200]], "lowdin_charge": [-0.20, -0.09, -0.07, -0.59, -0.04, -0.01]}



{"formula": "CHN4", "method": "ωB97M-V/def2-TZVPD", "spin_multiplicity": 1, "gap_ev": 8.00, "homo_ev": -3.06, "charge": -1, "relative_energy_kj_mol": 345.8, "symbols": ["C", "N", "N", "N", "N", "H"], "coordinates": [[1.167, -0.385, 0.152], [1.549, -1.302, -0.454], [-2.406, 0.553, 0.095], [-0.209, 0.452, -0.662], [-1.335, 0.431, -0.319], [1.233, 0.251, 1.188]], "atomic_forces_ev_per_a": [[-0.311, 1.449, 3.127], [1.348, -1.235, -0.123], [-0.522, -0.595, -0.175], [-0.183, 0.843, -1.254], [-0.132, 1.004, 1.161], [-0.200, -1.466, -2.736]], "lowdin_charge": [-0.47, -0.07, -0.03, -0.04, -0.47, 0.08]}



{"formula": "CHN4OS", "method": "ωB97M-V/def2-TZVPD", "spin_multiplicity": 1, "gap_ev": [5.18, 4.60], "homo_ev": [-4.02, -3.74], "charge": -1, "relative_energy_kj_mol": 322.2, "symbols": ["C", "N", "N", "N", "N", "O", "S", "H"], "coordinates": [[-1.124, 2.038, 1.425], [0.924, 1.256, 1.194], [-0.342, 2.566, 2.321], [0.903, 2.058, 2.157], [-0.312, 1.135, 0.717], [-0.271, -0.122, -0.935], [-2.780, 2.294, 1.024], [-0.255, -0.989, -0.544]], "atomic_forces_ev_per_a": [[-2.630, -0.588, -1.812], [0.272, -2.051, -1.821], [0.224, 0.582, 0.906], [-0.012, 1.000, 0.921], [1.536, -1.018, -0.823], [-0.238, 2.762, 1.179], [0.898, -0.080, 0.435], [-0.051, -0.607, 1.015]], "lowdin_charge": [-0.99, -0.09, -0.04, -0.10, 0.02, -0.12, 0.36, -0.03]}



{"formula": "CHN4S", "method": "ωB97M-V/def2-TZVPD", "spin_multiplicity": 1, "gap_ev": 6.60, "homo_ev": -2.56, "charge": -1, "relative_energy_kj_mol": 250.7, "smiles": "[N-]=N/C=N\\N=S", "symbols": ["N", "N", "C", "N", "N", "S", "H"], "coordinates": [[0.958, 1.385, 1.470], [0.539, 1.382, 0.375], [-0.022, 0.736, -0.600], [-0.391, -0.565, -0.597], [-0.228, -1.330, 0.386], [-0.650, -2.886, 0.484], [-0.206, 1.278, -1.519]], "atomic_forces_ev_per_a": [[-0.579, 0.422, -1.805], [0.725, -1.191, 2.748], [0.161, 1.863, -1.082], [-1.048, -2.875, -0.527], [1.191, 2.917, 0.923], [-0.523, -1.167, -0.490], [0.074, 0.031, 0.232]], "lowdin_charge": [0.12, -0.15, -0.32, -0.16, -0.71, 0.15, 0.07]}